No. 1
88
Properties=species:S:1:pos:R:3 method="wB97M-V/def2-TZVPD" multiplicity=5 orbital_gap_ev="4.78 / 4.38" s_squared=6.134
Fe -1.219 -0.369 -0.161
C -1.044 4.952 3.569
C -0.584 4.069 4.552
C -0.537 2.702 4.325
C -0.961 2.247 3.086
C -1.017 0.900 2.509
N -0.628 -0.143 3.150
C -0.605 -1.364 2.568
C -0.259 -2.547 3.268
C 0.066 -2.795 4.612
C 0.413 -4.075 4.962
C 0.440 -5.118 4.002
C 0.118 -4.889 2.687
C -0.238 -3.582 2.319
C -0.566 -2.995 1.068
N -0.567 -3.675 -0.086
C -0.936 -3.132 -1.201
N -1.394 -1.838 -1.412
C -1.771 -1.734 -2.729
N -2.292 -0.712 -3.346
C -2.506 0.448 -2.720
N -2.158 0.775 -1.434
C -2.453 2.099 -1.245
N -2.199 2.845 -0.153
C -1.761 2.312 0.940
N -1.525 0.982 1.218
C -1.417 3.121 2.113
C -1.470 4.489 2.333
C -3.014 2.641 -2.437
C -3.433 3.932 -2.781
C -3.877 4.138 -4.065
C -3.915 3.086 -5.007
C -3.509 1.814 -4.674
C -3.054 1.597 -3.370
C -1.512 -2.995 -3.406
C -1.695 -3.386 -4.727
C -1.320 -4.673 -5.067
C -0.785 -5.548 -4.110
C -0.614 -5.158 -2.795
C -0.984 -3.861 -2.459
N -0.806 -1.653 1.244
H -1.072 6.012 3.784
H -0.265 4.465 5.508
H -0.187 2.008 5.078
H 0.042 -1.993 5.339
H 0.669 -4.303 5.989
H 0.716 -6.116 4.321
H 0.133 -5.682 1.951
H -1.834 5.158 1.564
H -3.397 4.734 -2.055
H -4.205 5.124 -4.369
H -4.272 3.291 -6.008
H -3.537 1.003 -5.390
H -2.115 -2.702 -5.453
H -1.441 -5.017 -6.086
H -0.504 -6.549 -4.413
H -0.207 -5.827 -2.048
I 1.736 -0.967 -3.773
C 0.492 0.403 -4.807
I 0.498 2.378 -4.035
H -0.525 0.029 -4.747
H 0.847 0.453 -5.828
C 4.566 2.067 1.213
N 3.123 2.043 1.023
N 2.535 0.874 0.573
C 1.399 1.190 -0.123
O 0.594 0.320 -0.531
C 1.335 2.608 -0.184
C 2.413 3.082 0.504
C 2.875 4.481 0.700
C 2.773 -0.365 1.238
C 2.931 -0.386 2.617
C 3.149 -1.600 3.249
C 3.176 -2.776 2.514
C 2.988 -2.741 1.139
C 2.799 -1.531 0.490
H 4.896 1.067 1.480
H 4.811 2.740 2.032
H 5.081 2.384 0.304
H 0.547 3.173 -0.653
H 2.109 5.170 0.352
H 3.790 4.672 0.137
H 3.074 4.684 1.753
H 2.861 0.534 3.183
H 3.264 -1.630 4.325
H 3.308 -3.723 3.017
H 2.975 -3.660 0.569
H 2.645 -1.485 -0.580

No. 2
94
Properties=species:S:1:pos:R:3 method="wB97M-V/def2-TZVPD" multiplicity=4 orbital_gap_ev="4.72 / 4.25" s_squared=3.786 charge=-1
Re -0.469 2.583 0.356
O 2.791 0.480 1.675
C 2.327 0.981 0.681
O 1.111 1.534 0.705
C 3.003 0.877 -0.650
C 4.043 -0.022 -0.772
C 4.486 -0.331 -2.044
C 3.767 0.060 -3.164
C 2.685 0.922 -3.075
C 2.496 1.528 -1.796
O 1.941 2.703 -1.463
N 1.772 0.738 -4.217
O 0.521 0.401 -3.909
O 1.816 1.615 -5.278
N 5.636 -1.214 -2.208
O 6.163 -1.664 -1.205
O 6.021 -1.451 -3.341
H 4.457 -0.493 0.106
H 3.985 -0.374 -4.130
S -0.390 4.982 0.210
C -2.103 4.795 0.450
C -3.089 5.763 0.599
C -4.380 5.332 0.822
C -4.664 3.968 0.900
C -3.638 3.065 0.738
N -2.392 3.489 0.499
H -2.828 6.810 0.550
H -5.174 6.057 0.947
H -5.665 3.609 1.093
H -3.789 1.996 0.802
S -3.351 -0.881 5.561
C -2.254 0.266 5.065
S -2.489 1.259 3.664
C -0.921 1.980 3.870
N -0.296 1.553 4.913
N -1.050 0.603 5.580
C -0.399 -0.033 6.680
C 0.941 -0.368 6.545
C 1.595 -0.978 7.603
C 0.917 -1.249 8.783
C -0.419 -0.897 8.908
C -1.085 -0.282 7.858
S -0.335 3.235 2.823
H 1.455 -0.137 5.622
H 2.639 -1.243 7.499
H 1.430 -1.733 9.605
H -0.950 -1.096 9.830
H -2.124 -0.003 7.946
S -0.804 -5.610 -1.129
C -0.119 -3.993 -0.839
C 0.308 -3.652 0.437
C 0.821 -2.377 0.634
N 0.928 -1.473 -0.334
C 0.518 -1.808 -1.562
C -0.018 -3.055 -1.855
C 0.248 -6.174 -2.441
C -0.298 -6.888 -3.497
C 0.552 -7.373 -4.481
N 1.866 -7.182 -4.486
C 2.376 -6.481 -3.472
C 1.623 -5.968 -2.430
H 0.247 -4.359 1.253
H 1.177 -2.068 1.613
H 0.604 -1.046 -2.339
H -0.346 -3.280 -2.861
H -1.365 -7.058 -3.556
H 0.145 -7.933 -5.317
H 3.449 -6.325 -3.489
H 2.095 -5.408 -1.633
C -3.733 -0.948 0.820
C -2.395 -0.622 0.936
C -1.789 0.192 -0.020
C -2.511 0.692 -1.112
C -3.856 0.313 -1.237
C -4.458 -0.481 -0.279
C -1.847 1.541 -2.087
C -0.823 2.362 -1.751
C 0.010 2.951 -2.816
C -0.120 2.623 -4.118
C 0.965 2.866 -5.102
C 1.961 3.889 -4.710
C 2.176 4.139 -3.428
C 1.267 3.610 -2.376
H -4.202 -1.587 1.557
H -1.802 -1.028 1.746
H -0.698 0.266 -0.010
H -4.424 0.672 -2.087
H -5.502 -0.747 -0.384
H -2.190 1.437 -3.112
H -1.003 2.131 -4.496
H 0.583 3.007 -6.111
H 2.603 4.296 -5.482
H 2.994 4.768 -3.095
H 1.044 4.436 -1.700

No. 3
90
Properties=species:S:1:pos:R:3 method="wB97M-V/def2-TZVPD" orbital_gap_ev="5.72 / 5.72"
Ti 0.952 0.828 0.476
C -0.752 4.139 -4.011
C -0.997 4.688 -2.754
C -0.265 4.248 -1.644
C 0.678 3.235 -1.775
C 0.989 2.723 -3.051
C 0.269 3.184 -4.150
N 1.285 2.728 -0.611
C 2.198 3.541 -0.046
C 2.840 4.676 -0.618
C 3.784 5.417 0.073
C 4.152 5.041 1.393
C 3.615 3.943 1.999
C 2.605 3.235 1.303
N 1.844 2.257 1.911
N 2.026 2.025 3.154
C 1.227 0.968 3.576
C 1.300 0.548 4.868
C 0.579 -0.581 5.265
C -0.232 -1.206 4.336
C -0.286 -0.722 3.070
N 0.446 0.317 2.683
H -1.390 4.385 -4.854
H -1.784 5.433 -2.702
H -0.450 4.712 -0.660
H 1.743 1.978 -3.129
H 0.509 2.794 -5.113
H 2.554 4.969 -1.625
H 4.256 6.236 -0.396
H 4.953 5.605 1.863
H 3.988 3.524 2.957
H 1.972 1.126 5.521
H 0.739 -1.005 6.248
H -0.790 -2.126 4.604
H -0.935 -1.086 2.270
S 2.934 -0.639 1.456
C 3.301 -0.828 -0.204
S 2.707 0.551 -1.044
C 3.941 -1.911 -0.770
C 3.986 -2.110 -2.179
N 3.940 -2.373 -3.283
C 4.359 -3.002 0.033
N 4.706 -3.947 0.596
N -0.070 -0.581 0.001
P -0.579 -2.022 -0.412
C -2.199 -2.360 0.411
C -2.644 -3.666 0.643
C -3.862 -3.858 1.297
C -4.711 -2.779 1.606
C -4.245 -1.487 1.339
C -2.983 -1.271 0.774
C 0.421 -3.454 0.091
C 1.025 -3.371 1.363
C 1.744 -4.474 1.859
C 1.864 -5.628 1.103
C 1.301 -5.703 -0.183
C 0.643 -4.593 -0.701
C -0.939 -2.086 -2.180
C -2.255 -2.003 -2.643
C -2.540 -1.951 -3.989
C -1.475 -2.101 -4.885
C -0.162 -2.160 -4.459
C 0.111 -2.162 -3.097
H -1.983 -4.470 0.356
H -4.165 -4.876 1.590
H -5.708 -2.966 2.022
H -4.843 -0.640 1.610
H -2.666 -0.248 0.651
H 1.042 -2.430 1.915
H 2.287 -4.429 2.790
H 2.435 -6.461 1.454
H 1.457 -6.577 -0.805
H 0.241 -4.606 -1.708
H -3.034 -1.899 -1.871
H -3.556 -1.936 -4.356
H -1.730 -2.226 -5.970
H 0.639 -2.287 -5.188
H 1.111 -2.153 -2.748
Se -2.953 1.741 -2.573
N -4.039 2.446 -1.355
C -3.338 2.489 -0.215
C -3.905 2.843 1.056
C -3.147 2.693 2.175
C -1.757 2.332 1.993
N -1.214 1.990 0.868
C -2.018 2.009 -0.265
N -1.594 1.508 -1.430
H -4.934 3.204 1.027
H -3.513 2.848 3.175
H -1.062 2.296 2.827

No. 4
84
Properties=species:S:1:pos:R:3 method="wB97M-V/def2-TZVPD" orbital_gap_ev=7.82
K -0.280 0.256 0.185
O -4.541 -0.668 1.701
C -3.343 -0.423 1.533
O -2.687 -0.371 0.461
C -2.546 -0.173 2.844
C -3.242 -0.331 4.074
C -2.581 -0.153 5.247
C -1.204 0.180 5.227
C -0.434 0.371 6.399
C 0.899 0.659 6.316
C 1.522 0.770 5.053
C 0.792 0.612 3.910
C -0.590 0.313 3.965
N -1.274 0.145 2.793
H -4.290 -0.586 4.015
H -3.087 -0.261 6.200
H -0.921 0.278 7.363
H 1.484 0.797 7.217
H 2.582 0.976 4.984
H 1.271 0.699 2.945
C 4.177 3.345 -3.605
C 3.892 2.385 -2.484
C 4.426 2.586 -1.216
C 4.139 1.718 -0.168
C 3.316 0.629 -0.396
C 2.770 0.406 -1.658
C 3.064 1.279 -2.688
S 2.887 -0.370 1.008
O 3.752 0.092 2.128
C 3.542 -1.958 0.498
C 4.779 -2.013 -0.185
C 5.406 -3.207 -0.355
C 4.844 -4.397 0.172
C 5.509 -5.640 0.044
C 4.965 -6.778 0.565
C 3.724 -6.726 1.234
C 3.059 -5.541 1.368
C 3.600 -4.342 0.842
C 2.933 -3.084 0.985
C 1.659 -3.034 1.771
C 1.758 -2.939 3.191
C 3.012 -2.818 3.848
C 3.078 -2.734 5.206
C 1.900 -2.761 5.987
C 0.683 -2.869 5.387
C 0.578 -2.961 3.977
C -0.681 -3.058 3.346
C -0.768 -3.126 1.988
C 0.407 -3.129 1.204
S 0.061 -3.103 -0.556
O 0.725 -1.874 -1.111
C 1.004 -4.493 -1.149
C 0.527 -5.770 -0.896
C 1.227 -6.859 -1.384
C 2.389 -6.685 -2.133
C 3.178 -7.868 -2.619
C 2.822 -5.390 -2.403
C 2.133 -4.289 -1.921
H 5.088 3.912 -3.417
H 3.359 4.060 -3.716
H 4.287 2.822 -4.554
H 5.077 3.435 -1.042
H 4.549 1.868 0.823
H 2.144 -0.462 -1.826
H 2.649 1.099 -3.673
H 5.222 -1.096 -0.553
H 6.357 -3.259 -0.871
H 6.462 -5.668 -0.470
H 5.486 -7.722 0.473
H 3.297 -7.632 1.643
H 2.106 -5.510 1.882
H 3.919 -2.772 3.260
H 4.040 -2.632 5.691
H 1.970 -2.681 7.065
H -0.228 -2.870 5.973
H -1.580 -3.036 3.952
H -1.733 -3.144 1.494
H -0.380 -5.912 -0.319
H 0.867 -7.861 -1.183
H 2.573 -8.774 -2.625
H 4.037 -8.042 -1.966
H 3.560 -7.702 -3.626
H 3.718 -5.241 -2.995
H 2.468 -3.278 -2.119

Asked for F_max across the records above, the calculation gives 0.011; 0.013; 0.048; 0.008 hartree/bohr in order.
Asked for molecular weight across the records above, the calculation gives 1024.45; 1115.31; 921.74; 741.97 g mol⁻¹ in order.